No. 1
This record from OMol25 describes a molecular structure, C5H8O in a non-equilibrium geometry. The level of theory is ωB97M-V/def2-TZVPD.

Output
* gap between HOMO and LUMO: 9.82 eV
* E_LUMO: 1.07 eV

ORCA input file:
```
! RIJCOSX wB97M-V def2-TZVPD def2/J DEFGRID3
* xyz 0 1
C -0.79759 -0.92410 -0.20410
C 0.17133 0.07209 -0.86760
C -0.67491 1.06573 -0.03719
C -0.40984 -0.00434 1.15299
O 0.95966 -0.38686 1.22676
C 1.45377 -0.04384 -0.06255
H -1.76082 -0.94370 -0.76267
H -0.48305 -1.86388 0.17894
H 0.31345 0.14507 -1.95658
H -1.67517 1.08799 -0.53741
H -0.37329 2.07041 0.17202
H -0.83879 -0.38382 2.09771
H 2.14503 -0.81151 -0.41631
H 1.97021 0.92075 0.01600
*
```


No. 2
This record from OMol25 describes 8 unconnected molecules or ions with the total composition C30H54NO29S7 in a non-equilibrium geometry. The level of theory is ωB97M-V/def2-TZVPD.

Output
* gap between HOMO and LUMO: 7.89 eV
* E_LUMO: -2.83 eV

ORCA input file:
```
! RIJCOSX wB97M-V def2-TZVPD def2/J DEFGRID3
* xyz 1 1
C -1.26390 -0.58110 1.27366
C -1.01994 -0.45166 -0.21194
C -0.57152 0.79303 -0.67588
C -0.28635 0.98109 -2.03139
C -0.43254 -0.05487 -2.97488
C -0.06943 0.21072 -4.43943
C -0.29009 1.66571 -4.83036
C 1.44776 -0.09813 -4.64147
C -0.91560 -1.28885 -2.50709
O -1.19446 -2.34935 -3.36685
C -0.09715 -2.98828 -3.98114
C -0.39447 -4.47675 -4.24559
C 0.92515 -5.25692 -4.09740
C 0.65608 -6.75559 -4.16615
C -0.17497 -7.17865 -2.94695
N -0.90458 -6.02212 -2.33407
C -1.46388 -5.05862 -3.33419
C -1.19725 -1.48106 -1.14090
H -1.70089 -1.54723 1.51058
H -0.34093 -0.47533 1.82965
H -1.95851 0.19892 1.55682
H -0.43904 1.61883 0.00592
H 0.05137 1.95884 -2.33030
H -0.69281 -0.43267 -5.05655
H 0.02834 1.77556 -5.86691
H -1.33241 1.96542 -4.78616
H 0.34687 2.33070 -4.26573
H 1.63697 -1.08714 -5.03755
H 1.94086 -0.02909 -3.67550
H 1.87794 0.65591 -5.29165
H 0.82406 -2.86163 -3.41276
H 0.08267 -2.53115 -4.95181
H -0.71501 -4.59455 -5.27536
H 1.57552 -4.92938 -4.90056
H 1.38918 -5.01727 -3.14042
H 1.58834 -7.30540 -4.11246
H 0.15828 -6.97676 -5.10460
H 0.49647 -7.55949 -2.18638
H -0.88662 -7.94789 -3.21982
H -0.32825 -5.50986 -1.66935
H -1.69559 -6.39254 -1.81477
H -2.05155 -4.31456 -2.80755
H -2.16511 -5.63557 -3.93246
H -1.56957 -2.44223 -0.81014
C 0.47652 4.86767 3.20886
C 0.02738 4.90015 1.76403
O -0.54217 3.59646 1.54859
S -1.24626 3.08777 2.88919
O -2.63754 3.34797 2.81129
O -0.76998 1.77758 3.16328
O -0.57366 4.13269 3.88086
H 1.41137 4.32519 3.32548
H 0.57154 5.85586 3.64361
H 0.84590 5.06386 1.07468
H -0.74903 5.64944 1.59790
C 3.42589 6.13176 -5.35809
C 3.42981 4.69340 -5.83196
O 3.85613 3.94806 -4.67806
S 3.32065 4.65625 -3.35177
O 2.12657 4.01463 -2.93372
O 4.41601 4.83426 -2.46669
O 2.93438 6.05545 -4.00921
H 4.43240 6.55217 -5.33664
H 2.77645 6.76984 -5.94968
H 4.11531 4.52051 -6.65580
H 2.42878 4.35805 -6.11005
C 5.52746 6.31366 0.05756
C 5.41634 4.91086 0.61440
O 5.06688 5.11426 1.99902
S 4.16143 6.41351 2.13829
O 2.79021 6.03488 2.18277
O 4.70735 7.24443 3.14875
O 4.45781 7.03074 0.70353
H 6.47283 6.78485 0.33074
H 5.39670 6.34871 -1.01903
H 6.34486 4.35291 0.54792
H 4.61504 4.34905 0.13245
C -2.16423 -4.25621 2.27049
C -3.00230 -4.67950 3.45378
O -3.84702 -5.73470 2.91937
S -3.06082 -6.54371 1.81982
O -2.49827 -7.72443 2.36323
O -3.84345 -6.59851 0.62907
O -1.87410 -5.49178 1.58246
H -2.72382 -3.60995 1.59212
H -1.23975 -3.76712 2.56157
H -3.61362 -3.87523 3.84404
H -2.39584 -5.09458 4.25229
C 3.95859 10.22409 4.92629
C 3.06574 9.00784 5.03429
O 2.07725 9.38351 6.00489
S 1.77298 10.95069 5.89101
O 0.61561 11.14927 5.09646
O 1.89264 11.52248 7.18084
O 3.05386 11.33435 5.01026
H 4.66035 10.28277 5.76028
H 4.50400 10.26104 3.98807
H 3.59795 8.12351 5.36675
H 2.56129 8.79657 4.08968
C -5.11225 -7.64086 -2.68679
C -5.61556 -6.43715 -1.91884
O -6.74088 -5.98578 -2.68098
S -7.48086 -7.23626 -3.35853
O -8.57793 -7.62972 -2.55652
O -7.62061 -6.97171 -4.74191
O -6.29419 -8.29911 -3.13747
H -4.52791 -7.34317 -3.56364
H -4.52675 -8.31558 -2.06649
H -4.87882 -5.64253 -1.84131
H -5.95351 -6.71504 -0.92065
C -1.42685 -4.13382 8.50378
C -0.23933 -3.19556 8.56598
O -0.15228 -2.65995 7.23298
S -1.61331 -2.51730 6.61513
O -2.08018 -1.19185 6.76316
O -1.61523 -3.15069 5.33835
O -2.37144 -3.44982 7.66261
H -1.16574 -5.08259 8.03190
H -1.87072 -4.32068 9.47682
H 0.68655 -3.70184 8.82036
H -0.40942 -2.37079 9.25950
*
```


No. 3
This record from OMol25 describes a molecular structure, C23H65BCl2N5O11V2 in a non-equilibrium geometry. The level of theory is ωB97M-V/def2-TZVPD.

Output
* gap between HOMO and LUMO: 7.03 eV
* E_LUMO: 1.76 eV

ORCA input file:
```
! RIJCOSX wB97M-V def2-TZVPD def2/J DEFGRID3
* xyz -1 1
O -0.19465 3.19424 2.29648
V 0.04416 1.82634 1.40769
O 1.47709 1.92896 0.74899
O -1.73320 -2.80054 0.71092
V -2.10373 -1.30273 0.36347
O -2.71669 -1.27298 -1.12583
O -4.16726 -1.34208 1.39522
C -4.24624 -0.01176 1.84885
C -2.98325 0.74505 2.29779
O -1.76535 0.47996 1.60188
H -4.99369 -0.01655 2.66002
H -4.80043 0.49124 1.03448
H -2.80882 0.50762 3.35616
H -3.16939 1.82531 2.32699
B 0.22096 -0.56133 -0.54079
H 1.13318 -0.56157 -1.23301
H -0.43261 0.34518 -0.82195
H -0.33775 -1.53823 -0.66890
H 0.51507 -0.47253 0.57155
C 2.54045 -4.08602 3.16550
C 1.41976 -3.33651 2.46511
C 0.35708 -2.90132 3.48730
O -0.50400 -3.96709 3.76486
C -1.49479 -3.58138 4.69049
N 1.92635 -2.15461 1.74323
H 3.23960 -4.52588 2.45409
H 2.12841 -4.83965 3.83742
H 3.06724 -3.38460 3.82071
H 0.92845 -4.03223 1.77748
H -0.16443 -2.01517 3.09998
H 0.75089 -2.53058 4.44763
H -1.00903 -3.38764 5.66154
H -2.21850 -4.34469 4.96703
H -1.94117 -2.62856 4.40082
H 1.22492 -1.91609 1.05201
H 2.78945 -2.36645 1.25944
C 4.32164 -0.11663 -1.43147
C 3.99807 1.26435 -2.00300
C 4.44821 1.43422 -3.44863
O 5.85456 1.28833 -3.51453
C 6.32627 1.41596 -4.83154
N 2.57370 1.55181 -1.83688
H 5.33851 -0.42146 -1.69364
H 3.67064 -0.89998 -1.82971
H 4.18515 -0.08042 -0.35104
H 4.57043 1.94585 -1.36723
H 4.18935 2.40959 -3.87497
H 3.95594 0.66135 -4.05655
H 6.27808 2.46377 -5.13695
H 5.89515 0.65971 -5.49583
H 7.38070 1.12370 -4.86471
H 2.07972 0.83463 -2.34904
H 2.20482 1.64300 -0.89151
C -2.09107 4.74398 -0.20538
C -2.11901 3.24302 -0.52639
C -2.94269 2.95719 -1.74944
O -4.25271 3.53308 -1.68300
C -5.11244 3.02771 -2.67734
N -0.76517 2.71339 -0.60123
H -3.09132 5.16723 -0.27061
H -1.46679 5.29938 -0.91179
H -1.68654 4.86320 0.79973
H -2.62790 2.79375 0.33207
H -3.06055 1.86862 -1.82644
H -2.51077 3.32378 -2.68892
H -6.09134 3.50159 -2.74408
H -5.24346 1.95077 -2.55371
H -4.70119 3.24214 -3.67260
H -0.32673 3.23811 -1.35915
H -0.79059 1.77172 -1.00715
C 2.16017 1.92518 4.63358
C 1.29387 0.67590 4.53678
C -0.05737 0.85744 5.28946
O -0.72470 -0.38761 5.43617
C -1.99044 -0.21907 6.03396
N 1.00559 0.42512 3.10574
H 3.14615 1.62081 4.27211
H 2.30699 2.20377 5.67795
H 1.80061 2.72200 3.98674
H 1.82321 -0.19388 4.92965
H -0.64103 1.61460 4.76175
H 0.23803 1.13703 6.30491
H -1.88218 0.19050 7.04477
H -2.44407 -1.20230 6.15921
H -2.65053 0.38925 5.41180
H 1.70412 -0.10757 2.58560
H 0.17252 -0.16339 3.08827
C -1.25454 -2.60185 -4.10315
C -0.41253 -1.42028 -4.56649
C -1.15156 -0.06523 -4.44591
O -2.13775 -0.00313 -5.45696
C -2.75799 1.23352 -5.62721
N 0.82791 -1.32642 -3.78423
H -2.23354 -2.45028 -4.56140
H -1.41782 -2.74715 -3.03352
H -0.75602 -3.50699 -4.45644
H -0.07991 -1.52448 -5.59881
H -0.42651 0.74882 -4.58040
H -1.60781 0.06784 -3.45668
H -3.35257 1.24366 -6.54288
H -2.03816 2.04740 -5.78788
H -3.41857 1.42138 -4.77343
H 1.35465 -0.54896 -4.17992
H 0.74119 -1.03954 -2.81458
C 1.20605 -4.06069 -1.55374
Cl 0.51208 -5.66124 -1.23916
Cl 2.90476 -3.98956 -1.01036
H 1.26656 -3.88383 -2.62208
H 0.60235 -3.30235 -1.06521
*
```


No. 4
This record from OMol25 describes a molecular structure, C6H18BMnO4 in a non-equilibrium geometry. The level of theory is ωB97M-V/def2-TZVPD.

Output
* gap between HOMO and LUMO (spin up / spin down): 6.29 / 6.65 eV
* E_LUMO (spin up / spin down): 3.08 / 3.07 eV

ORCA input file:
```
! RIJCOSX wB97M-V def2-TZVPD def2/J DEFGRID3
* xyz -1 6
Mn -0.23457 -0.68672 -0.44529
O -2.31406 -0.50251 -0.65755
C -2.77471 -0.77248 0.62406
C -1.92951 -1.80961 1.39884
O -0.56177 -1.61085 1.31895
H -3.79548 -1.20242 0.56428
H -2.79777 0.15888 1.24195
H -2.19426 -2.79395 0.95164
H -2.31090 -1.80213 2.43978
B 0.43817 -1.58764 -2.35257
H 0.88366 -2.02505 -1.31195
H -0.76283 -1.75190 -2.43383
H 0.56042 -0.37976 -2.22298
H 1.03787 -2.02457 -3.30736
C 2.70039 -0.98930 0.87717
O 1.84802 -0.04044 0.26120
C 1.88160 1.24645 0.82270
C 1.01093 2.15478 -0.01979
O -0.26358 1.56004 -0.16032
C -1.28008 2.42596 -0.61453
H 3.65729 -1.04006 0.34963
H 2.19932 -1.95509 0.83092
H 2.85223 -0.74077 1.93200
H 2.89930 1.66275 0.79498
H 1.52327 1.23760 1.85876
H 1.46021 2.28015 -1.01345
H 0.94124 3.13504 0.46606
H -2.16937 1.80205 -0.72387
H -1.02734 2.84291 -1.59573
H -1.47768 3.20866 0.12630
*
```